Computed, not measured: a cluster of 3 separate species, C17H39O8P3S in total at a distorted geometry, with the ωB97M-V functional and the def2-TZVPD basis.

Output
* orbital gap: 5.940 eV
* maximum force: 9.41 eV Å⁻¹
* SMILES string: CCOP(=O)(OCC)OCC.CCOP(=O)(OCC)OCC.C#CPCSCC
* calculated total energy: -2695.08422 hartree
* charge: 0

Last column: Löwdin charge in e.
Element x y z (Å)
1 C -2.712 -0.883 -0.920  -0.0780
2 C -2.230 0.528 -1.209  -0.2837
3 O -3.040 1.510 -0.573  -0.2503
4 P -2.999 1.616 1.074  0.7198
5 O -1.647 2.314 1.145  -0.2210
6 O -3.857 3.012 1.324  -0.2491
7 C -3.285 4.023 2.162  -0.2885
8 C -2.610 5.084 1.320  -0.0774
9 O -4.453 0.749 1.162  -0.2556
10 C -5.702 1.246 0.667  -0.2728
11 C -5.823 1.387 -0.839  -0.0757
12 H -2.624 -1.114 0.146  0.0673
13 H -2.125 -1.613 -1.480  0.0734
14 H -3.762 -1.002 -1.188  0.0685
15 H -1.187 0.651 -0.902  0.1078
16 H -2.283 0.717 -2.283  0.1214
17 H -2.586 3.589 2.877  0.1016
18 H -4.094 4.468 2.746  0.1168
19 H -2.030 4.654 0.501  0.0637
20 H -1.947 5.700 1.933  0.0800
21 H -3.356 5.735 0.858  0.0756
22 H -5.972 2.182 1.160  0.1100
23 H -6.449 0.517 0.992  0.1187
24 H -5.237 2.226 -1.216  0.0739
25 H -6.862 1.578 -1.121  0.0820
26 H -5.489 0.485 -1.354  0.0674
27 C 4.011 -3.929 -1.721  -0.0817
28 C 2.695 -4.475 -2.246  -0.2886
29 O 1.911 -5.060 -1.214  -0.2533
30 P 1.272 -4.072 -0.054  0.7373
31 O 0.141 -3.551 -0.942  -0.2174
32 O 0.272 -5.139 0.735  -0.2572
33 C -1.097 -4.785 0.956  -0.2865
34 C -1.984 -5.432 -0.096  -0.0739
35 O 2.504 -4.560 1.005  -0.2601
36 C 2.642 -5.898 1.500  -0.2727
37 C 3.034 -6.956 0.485  -0.0754
38 H 3.842 -3.109 -1.018  0.0702
39 H 4.629 -3.558 -2.542  0.0794
40 H 4.571 -4.698 -1.187  0.0685
41 H 2.123 -3.689 -2.748  0.1082
42 H 2.893 -5.259 -2.980  0.1212
43 H -1.221 -3.702 0.972  0.0936
44 H -1.382 -5.147 1.947  0.1164
45 H -1.553 -5.369 -1.097  0.0726
46 H -2.972 -4.967 -0.111  0.0764
47 H -2.108 -6.496 0.120  0.0738
48 H 1.749 -6.206 2.046  0.1100
49 H 3.439 -5.846 2.247  0.1191
50 H 2.210 -7.195 -0.189  0.0738
51 H 3.304 -7.886 0.991  0.0825
52 H 3.883 -6.637 -0.120  0.0680
53 C 6.213 3.904 -0.494  -0.0151
54 C 5.905 5.058 -0.209  -0.3963
55 P 5.410 6.720 0.511  0.7671
56 C 3.624 7.108 0.033  -0.7485
57 S 2.437 6.261 1.185  0.7038
58 C 1.725 4.724 0.438  -0.5426
59 C 2.139 4.446 -1.070  -0.1687
60 H 6.543 2.835 -0.393  0.0473
61 H 5.393 6.550 1.938  -0.0644
62 H 3.436 6.870 -1.064  0.0431
63 H 3.402 8.221 0.128  0.0390
64 H 2.047 3.808 1.033  0.0779
65 H 0.590 4.804 0.458  0.0555
66 H 1.601 3.522 -1.454  0.0786
67 H 1.892 5.361 -1.691  0.0715
68 H 3.248 4.214 -1.086  0.0518